Record 1
This record from the OMol25 dataset describes H44O23V as an isolated structure at a distorted geometry. The level of theory is wB97M-V/def2-TZVPD.

Structure (XYZ):
```
68
Properties=species:S:1:pos:R:3:mulliken_charge:R:1
O 3.460 0.856 -0.786 -0.3020
V 2.231 0.670 0.177 0.7433
O 1.832 -1.373 -0.513 -0.0885
H 1.168 -2.041 -0.344 0.2850
H 2.569 -1.856 -0.888 0.1876
O 6.160 0.705 -5.512 -0.6029
H 6.301 -0.113 -5.989 0.3244
H 5.642 0.451 -4.749 0.2836
O 0.408 -0.820 -4.393 -0.5967
H 0.384 -1.167 -3.501 0.2776
H 1.011 -1.399 -4.860 0.3185
O 0.476 0.785 1.401 0.1503
H 0.422 0.995 2.333 0.0727
H -0.392 0.997 1.057 0.1621
O 6.413 0.804 1.506 -0.6534
H 5.706 1.448 1.542 0.1978
H 6.176 0.150 2.164 0.3344
O 4.940 2.791 2.928 -0.5856
H 4.097 2.530 3.298 0.2699
H 5.446 3.100 3.680 0.2675
O 7.158 -1.040 -0.437 -0.6127
H 7.007 -0.163 -0.083 0.3383
H 7.583 -0.888 -1.281 0.2921
O 3.500 -0.017 1.827 0.4241
H 4.023 -0.769 2.101 -0.0037
H 3.356 0.482 2.632 0.2404
O 0.841 1.428 -1.335 -0.2892
H 1.167 2.207 -1.786 0.2639
H -0.112 1.498 -1.394 0.2043
O -1.964 -1.523 1.040 -0.5934
H -2.532 -1.588 1.808 0.2822
H -2.568 -1.438 0.302 0.3168
O -1.918 1.755 0.372 -0.5288
H -2.629 1.913 -0.250 0.2558
H -2.269 2.040 1.215 0.2375
O 0.486 4.500 1.330 -0.6070
H -0.187 3.878 1.607 0.2236
H 0.011 5.318 1.185 0.2687
O 4.710 -1.823 -0.326 -0.5119
H 5.625 -1.542 -0.303 0.2766
H 4.747 -2.772 -0.205 0.2959
O 2.887 0.980 4.302 -0.5122
H 2.045 1.324 4.601 0.2054
H 3.328 0.697 5.102 0.2514
O 2.571 2.715 1.193 -0.1207
H 1.893 3.355 1.410 0.2264
H 3.394 3.193 1.295 0.2214
O 2.490 3.440 -1.881 -0.5336
H 2.175 4.063 -2.536 0.2547
H 3.266 3.856 -1.506 0.2771
O 5.763 -1.484 2.835 -0.5767
H 6.179 -2.173 2.317 0.2820
H 5.247 -1.954 3.490 0.2736
O -0.094 -3.202 -0.286 -0.7225
H -0.776 -2.692 0.151 0.3874
H -0.365 -3.228 -1.204 0.3347
O -0.479 1.551 3.948 -0.5289
H -0.554 2.424 4.333 0.2802
H -0.973 0.984 4.540 0.2598
O 4.603 4.233 -0.278 -0.6212
H 4.603 5.159 -0.037 0.2931
H 5.520 3.967 -0.208 0.2485
O 2.068 -2.242 3.185 -0.5357
H 2.786 -2.267 3.817 0.2510
H 2.228 -2.991 2.611 0.2957
O 7.105 2.210 -2.281 -0.5798
H 7.619 2.479 -1.520 0.3123
H 7.429 1.334 -2.493 0.2575
```

Properties
- HOMO (spin up / spin down): -0.5397 / -0.5397 Ha
- 2S+1: 2
- Net charge: +2
- Kohn-Sham gap (spin up / spin down): 8.9418 / 9.2883 eV

***

Record 2
This record from the OMol25 dataset describes C28H72F3N6O8Zn as an isolated structure at a distorted geometry. The level of theory is wB97M-V/def2-TZVPD.

Structure (XYZ):
```
118
Properties=species:S:1:pos:R:3:mulliken_charge:R:1
Zn -20.260 1.470 -8.162 -0.3101
C -20.679 4.709 -7.217 -0.0773
O -20.278 4.891 -5.873 -0.0296
O -20.563 3.385 -7.534 0.8114
C -21.982 5.464 -7.589 0.4363
F -21.841 6.784 -7.339 -0.3562
F -22.109 5.333 -8.941 -0.1362
F -23.090 5.037 -6.974 -0.2115
C -21.119 4.584 -4.767 0.2293
C -20.455 5.190 -3.559 -1.2689
H -21.038 5.258 -2.642 0.4241
H -19.510 4.685 -3.345 0.1090
H -20.207 6.223 -3.819 0.3744
H -21.262 3.499 -4.670 -0.1700
H -22.124 4.981 -4.933 0.2094
H -19.857 5.203 -7.745 -0.0928
C -16.079 2.204 -8.998 -1.6404
C -17.590 2.287 -8.798 1.1717
C -18.213 2.046 -10.179 -1.1376
O -19.635 2.208 -10.034 0.0187
C -20.223 2.828 -11.187 -0.8098
N -18.145 1.217 -7.940 -0.2887
H -15.728 2.845 -9.805 0.4227
H -15.735 1.171 -9.120 0.4024
H -15.494 2.538 -8.136 0.3241
H -17.799 3.319 -8.526 -0.1771
H -18.003 1.073 -10.638 0.3043
H -17.807 2.791 -10.865 0.4833
H -20.234 2.174 -12.062 0.2881
H -19.755 3.789 -11.380 0.3937
H -21.275 2.934 -10.924 0.0506
H -17.875 0.360 -8.434 0.4257
H -17.578 1.088 -7.102 0.3252
C -19.829 4.496 2.582 -1.5480
C -19.388 4.838 1.154 0.6569
C -17.999 5.409 1.141 -0.9749
O -17.463 5.806 -0.101 -0.2196
C -18.124 6.922 -0.660 -0.3735
N -19.508 3.630 0.301 -0.3286
H -19.900 5.373 3.222 0.3809
H -19.224 3.736 3.087 0.3539
H -20.791 3.985 2.511 0.3612
H -20.154 5.544 0.821 0.1437
H -17.333 4.604 1.477 0.2720
H -17.843 6.201 1.888 0.4211
H -17.751 7.046 -1.671 -0.0016
H -18.037 7.796 -0.007 0.3664
H -19.207 6.759 -0.766 0.1626
H -19.131 3.946 -0.595 0.1127
H -18.825 2.928 0.582 0.3070
C -22.502 -0.494 -5.049 -1.6098
C -21.987 -0.013 -6.390 0.3102
C -22.892 1.034 -6.999 -0.2543
O -22.358 1.375 -8.275 -0.3131
C -23.252 2.165 -9.057 -0.6502
N -20.666 0.633 -6.220 -0.1898
H -22.496 0.261 -4.262 0.3739
H -21.954 -1.393 -4.754 0.4374
H -23.523 -0.879 -5.145 0.4436
H -21.923 -0.850 -7.091 0.2641
H -22.902 1.916 -6.351 -0.2081
H -23.893 0.611 -7.099 0.7766
H -24.309 1.924 -8.946 0.4374
H -22.991 2.123 -10.110 0.2211
H -23.129 3.200 -8.735 0.0348
H -20.140 -0.027 -5.645 0.3972
H -20.775 1.429 -5.586 -0.0287
C -23.164 1.529 -0.374 -1.7066
C -22.615 2.830 -0.979 0.9795
C -23.403 3.339 -2.165 -0.2288
O -23.668 2.285 -3.054 -0.1879
C -24.464 2.765 -4.125 -0.7383
N -22.672 3.823 0.105 -0.7934
H -24.235 1.640 -0.182 0.3417
H -22.653 1.384 0.579 0.4659
H -23.038 0.598 -0.927 0.2867
H -21.561 2.569 -1.152 0.0813
H -22.794 4.149 -2.587 -0.1612
H -24.307 3.835 -1.787 0.3804
H -25.412 3.107 -3.688 0.4160
H -24.579 2.019 -4.904 0.1636
H -24.075 3.696 -4.562 0.2564
H -21.994 3.513 0.794 0.0632
H -22.255 4.691 -0.233 0.3311
C -27.300 7.133 -10.178 -1.2497
C -26.685 8.335 -10.888 0.4278
C -25.262 8.055 -11.360 -0.7442
O -24.464 7.796 -10.243 -0.2192
C -23.072 7.916 -10.474 -0.6076
N -27.543 8.742 -12.019 -0.6807
H -26.657 6.820 -9.345 0.2663
H -27.326 6.263 -10.836 0.2857
H -28.221 7.417 -9.672 0.3397
H -26.676 9.103 -10.107 0.2672
H -24.930 8.975 -11.864 0.3409
H -25.278 7.267 -12.124 0.3753
H -22.456 7.706 -9.610 -0.0253
H -22.865 8.956 -10.756 0.3786
H -22.826 7.264 -11.317 0.3227
H -26.984 8.830 -12.861 0.2480
H -27.914 9.660 -11.810 0.2627
C -17.330 6.639 -6.336 -1.4954
C -16.222 5.693 -5.849 0.6968
C -16.058 5.941 -4.346 -0.8665
O -14.878 5.438 -3.770 -0.3941
C -13.799 6.328 -4.009 -0.6759
N -16.654 4.323 -6.153 -0.3274
H -17.545 6.431 -7.384 0.3464
H -16.997 7.674 -6.232 0.5191
H -18.269 6.617 -5.778 0.1721
H -15.299 5.928 -6.379 0.3081
H -16.900 5.420 -3.872 0.2123
H -16.313 6.966 -4.050 0.4466
H -13.708 6.485 -5.089 0.2428
H -12.876 5.954 -3.578 0.2915
H -13.982 7.324 -3.592 0.2990
H -17.650 4.226 -5.961 -0.0493
H -16.189 3.709 -5.486 0.3038
```

Properties
- HOMO: -0.3890 Ha
- 2S+1: 1
- Net charge: +1
- Kohn-Sham gap: 7.7066 eV

***

Record 3
This record from the OMol25 dataset describes C2HCl2F3S as an isolated structure at a distorted geometry. The level of theory is wB97M-V/def2-TZVPD.

Structure (XYZ):
```
9
Properties=species:S:1:pos:R:3:mulliken_charge:R:1
C 0.719 -1.737 0.908 0.6827
C 0.115 -1.486 -0.979 0.1200
F -0.316 -2.100 1.642 -0.2053
F 1.646 -2.678 0.912 -0.1936
F 1.217 -0.596 1.346 -0.1979
S -0.885 0.017 -0.940 -0.1546
Cl 1.619 -1.327 -1.867 -0.0993
Cl -0.815 -2.870 -1.427 -0.1127
H 0.018 0.767 -0.292 0.1607
```

Properties
- HOMO: -0.3628 Ha
- 2S+1: 1
- Kohn-Sham gap: 10.3816 eV
- Relative energy (zero: lowest compared OMol25 entry of this formula, charge and spin): 22.6 kcal per mole

***

Record 4
This record from the OMol25 dataset describes a 3-piece molecular cluster, C3H12O3S overall at a distorted geometry. The level of theory is wB97M-V/def2-TZVPD.

Structure (XYZ):
```
19
Properties=species:S:1:pos:R:3:mulliken_charge:R:1
O 3.100 1.624 0.798 -0.5342
C 3.132 0.571 -0.141 -0.4748
C 3.431 -0.745 0.623 -0.4905
C 2.260 -1.702 0.615 -0.6672
S 2.271 -2.969 2.010 -0.2808
H 2.231 1.925 1.092 0.2905
H 2.174 0.570 -0.747 0.2679
H 3.825 1.097 -0.822 0.2875
H 4.238 -1.240 -0.008 0.2404
H 4.015 -0.790 1.517 0.4823
H 2.008 -2.227 -0.296 0.3999
H 1.459 -0.960 0.608 0.3422
H 1.012 -2.772 2.655 0.1370
O -4.760 1.490 -3.454 -0.6557
H -4.921 1.057 -2.535 0.3221
H -5.176 2.414 -3.226 0.3352
O -7.086 1.132 0.430 -0.6448
H -6.254 1.344 0.806 0.3131
H -6.961 0.179 0.076 0.3299
```

Properties
- HOMO: -0.3392 Ha
- 2S+1: 1
- Kohn-Sham gap: 9.5611 eV
- Structure (SMILES): OCCCS.O.O
- Relative energy (zero: lowest compared OMol25 entry of this formula, charge and spin): 54.3 kcal per mole